Here is a 2-piece molecular cluster, C4H12 overall at a distorted geometry from the OMol25 dataset. Energies are from ωB97M-V/def2-TZVPD.

```
! wB97M-V def2-TZVPD RIJCOSX def2/J DEFGRID3
* xyz 0 1
C -2.439 -0.955 1.218
C -2.301 0.155 0.158
H -1.949 -0.651 2.140
H -3.484 -1.184 1.375
H -1.955 -1.855 0.841
H -2.707 -0.174 -0.804
H -1.253 0.380 -0.033
H -2.826 1.051 0.478
C 2.200 -0.097 -0.120
C 2.587 0.903 -1.216
H 1.451 0.340 0.549
H 1.784 -1.021 -0.517
H 3.012 -0.381 0.551
H 3.501 1.472 -1.072
H 1.720 1.559 -1.340
H 2.658 0.457 -2.210
*
```

Results
Relative energy (zero: lowest compared OMol25 entry of this formula, charge and spin)   18.8 kJ/mol
Gap between HOMO and LUMO   12.8 eV
Electronic energy   -4342.3332 eV
Maximum force   1.09 eV/Å
LUMO level   1.10 eV